Record 1
A cluster of 3 separate species, CH7NO2 in total in a non-equilibrium geometry. Source: the OMol25 dataset; level of theory: ωB97M-V/def2-TZVPD.

```
11
CH7NO2 (ωB97M-V/def2-TZVPD)
C -2.863 -1.820 0.026
N -1.762 -1.930 -0.600
H -3.731 -1.986 -0.607
H -3.076 -2.175 1.043
H -0.971 -1.869 0.047
O 1.217 0.479 0.046
H 1.345 0.818 0.941
H 0.340 0.818 -0.169
O 3.465 2.362 -0.466
H 3.511 2.818 0.388
H 2.526 2.485 -0.649
```

Its total energy is -247.4742 Ha. The value obtained for the energy relative to the best compared isomer or geometry (same formula, charge and spin) is 118.3 kJ/mol. The HOMO-LUMO gap comes out at 10.7768 eV. Its SMILES is C=N.O.O. The molar mass is 65.072 g/mol. Its charge is 0. Its multiplicity is 1.

---

Record 2
A cluster of 2 separate species, C3H4N2 in total in a non-equilibrium geometry. Source: the OMol25 dataset; level of theory: ωB97M-V/def2-TZVPD.

```
9
C3H4N2 (ωB97M-V/def2-TZVPD)
C -0.251 -1.227 0.109
C 1.669 0.417 0.579
C -1.019 -0.305 0.066
N -1.777 0.798 -0.045
N 2.395 0.260 -0.315
H 0.361 -2.076 0.159
H -2.770 0.613 -0.108
H -1.563 1.489 0.664
H 2.953 0.031 -1.110
```

Its total energy is -226.0887 Ha. The value obtained for the energy relative to the best compared isomer or geometry (same formula, charge and spin) is 358.4 kJ/mol. The HOMO-LUMO gap comes out at 9.8148 eV. The molar mass is 68.079 g/mol. Its charge is 0. Its multiplicity is 1.

---

Record 3
The molecule C4H6N2O in a non-equilibrium geometry. Source: the OMol25 dataset; level of theory: ωB97M-V/def2-TZVPD.

```
13
C4H6N2O (ωB97M-V/def2-TZVPD)
C -0.372 -0.997 -0.677
C 0.082 0.431 -0.744
C 0.575 1.088 0.552
C 1.135 0.526 -1.769
N 1.816 0.666 -2.673
N -1.247 1.429 -1.412
O -2.071 0.794 -1.936
H 0.098 -1.687 -1.492
H -0.269 -1.454 0.232
H -1.451 -0.971 -0.743
H 0.884 2.030 0.404
H 1.386 0.537 1.179
H -0.375 1.182 1.109
```

Its total energy is -340.6358 Ha. The value obtained for the energy relative to the best compared isomer or geometry (same formula, charge and spin) is 417.8 kJ/mol. The HOMO-LUMO gap (alpha / beta) comes out at 8.8567 / 8.8562 eV. Its SMILES is CC(C)(C#N)N=O. The molar mass is 98.105 g/mol. Its charge is 0. Its multiplicity is 1.

---

Record 4
The ion C3H7NO2 with charge +1 in a non-equilibrium geometry. Source: the OMol25 dataset; level of theory: ωB97M-V/def2-TZVPD.

```
13
C3H7NO2 (ωB97M-V/def2-TZVPD)
O 2.199 2.223 -0.374
C 1.020 1.984 -0.129
C 0.481 0.595 0.416
N -0.289 -0.005 -0.666
C -1.123 -1.024 -0.084
O -0.362 -2.099 0.608
H 0.143 2.668 -0.094
H 1.314 -0.144 0.563
H 0.002 0.885 1.357
H 0.452 -0.460 -1.252
H -1.754 -1.432 -0.899
H -1.732 -0.564 0.737
H -0.351 -2.627 -0.182
```

Its total energy is -323.3273 Ha. The expectation value of S² is 0.76. The value obtained for the energy relative to the best compared isomer or geometry (same formula, charge and spin) is 272.9 kJ/mol. The HOMO-LUMO gap (alpha / beta) comes out at 11.0470 / 5.6499 eV. The molar mass is 89.094 g/mol. Its charge is +1. Its multiplicity is 2.

---

Record 5
The molecule C5H6N2 in a non-equilibrium geometry. Source: the OMol25 dataset; level of theory: ωB97M-V/def2-TZVPD.

```
13
C5H6N2 (ωB97M-V/def2-TZVPD)
N 2.229 0.137 1.751
C 1.635 0.337 0.780
C 1.083 0.440 -0.552
C 0.020 -0.491 -0.992
C -0.928 -0.895 0.127
C -1.002 0.616 0.445
N -0.263 0.962 -0.820
H 1.850 0.729 -1.262
H 0.100 -0.961 -1.969
H -1.839 -1.333 -0.291
H -0.548 -1.534 0.929
H -1.967 1.114 0.546
H -0.370 0.878 1.307
```

Its total energy is -303.5433 Ha. The value obtained for the energy relative to the best compared isomer or geometry (same formula, charge and spin) is 243.6 kJ/mol. The HOMO-LUMO gap comes out at 10.8452 eV. Its SMILES is N#C[C@H]1[C@H]2CCN21. The molar mass is 94.117 g/mol. Its charge is 0. Its multiplicity is 1.

---

Record 6
The molecule C9H10N2OS in a non-equilibrium geometry. Source: the OMol25 dataset; level of theory: ωB97M-V/def2-TZVPD.

```
23
C9H10N2OS (ωB97M-V/def2-TZVPD)
C -2.863 0.724 1.574
C -0.915 -0.586 1.914
C -0.038 -0.420 -0.719
C 1.088 -0.030 -0.214
C -1.407 0.149 -0.412
C 1.134 0.981 0.885
C -1.416 0.424 1.065
C -0.022 -1.389 -1.906
C 2.432 -0.457 -0.563
N -3.962 0.650 1.875
N -0.541 -1.406 2.575
O -0.685 2.828 0.113
S -0.417 2.054 1.286
H -1.628 1.063 -0.954
H -2.234 -0.500 -0.714
H 1.483 0.634 1.957
H 1.857 1.851 0.727
H 1.021 -1.477 -2.334
H -0.734 -1.007 -2.594
H -0.644 -2.343 -1.619
H 2.513 -0.875 -1.532
H 2.760 -1.190 0.161
H 3.218 0.323 -0.572
```

Its total energy is -931.7664 Ha. The value obtained for the energy relative to the best compared isomer or geometry (same formula, charge and spin) is 347.2 kJ/mol. The HOMO-LUMO gap comes out at 10.2487 eV. The molar mass is 194.259 g/mol. Its charge is 0. Its multiplicity is 1.

---

Record 7
The molecule C4H9NO2 in a non-equilibrium geometry. Source: the OMol25 dataset; level of theory: ωB97M-V/def2-TZVPD.

```
16
C4H9NO2 (ωB97M-V/def2-TZVPD)
C -1.072 1.490 -0.239
C -0.252 0.295 0.250
C -0.988 -1.026 0.119
O -0.433 -2.045 0.904
N 0.999 0.235 -0.469
C 2.242 -0.351 -0.034
O 2.355 -1.321 0.688
H -0.504 2.425 -0.185
H -1.974 1.606 0.371
H -1.389 1.344 -1.280
H 0.010 0.445 1.308
H -2.019 -0.890 0.447
H -1.005 -1.287 -0.957
H 0.537 -2.025 0.816
H 0.982 0.385 -1.473
H 2.511 0.720 -0.266
```

Its total energy is -362.9691 Ha. The value obtained for the energy relative to the best compared isomer or geometry (same formula, charge and spin) is 305.7 kJ/mol. The HOMO-LUMO gap comes out at 10.2997 eV. Its SMILES is C[C@@H](CO)NC=O. The molar mass is 103.121 g/mol. Its charge is 0. Its multiplicity is 1.

---

Record 8
A structure of composition C2H8N3 in a non-equilibrium geometry. Source: the OMol25 dataset; level of theory: ωB97M-V/def2-TZVPD.

```
13
C2H8N3 (ωB97M-V/def2-TZVPD)
C 1.204 1.349 0.062
C -1.140 0.424 0.313
N -3.275 0.083 -0.376
N -2.156 -0.072 -0.078
N 0.240 0.120 0.071
H 2.259 1.133 0.097
H 1.176 1.818 -0.908
H 0.907 2.047 0.751
H -0.898 -1.513 2.324
H -1.052 -0.737 2.121
H -4.077 -0.457 -0.040
H 0.496 -0.539 0.902
H 0.371 -0.221 -0.876
```

Its total energy is -244.7964 Ha. The value obtained for the energy relative to the best compared isomer or geometry (same formula, charge and spin) is 712.2 kJ/mol. The HOMO-LUMO gap (alpha / beta) comes out at 9.3448 / 9.3442 eV. The molar mass is 74.107 g/mol. Its charge is +1. Its multiplicity is 1.

---

Record 9
A structure of composition C12H14IrN3O8P2S6 in a non-equilibrium geometry. Source: the OMol25 dataset; level of theory: ωB97M-V/def2-TZVPD.

```
46
C12H14IrN3O8P2S6 (ωB97M-V/def2-TZVPD)
Ir 1.774 1.373 -0.321
S 4.501 4.439 1.678
C 3.506 3.336 0.963
S 3.874 1.668 0.623
S 1.852 3.532 0.477
O 4.790 1.335 -2.505
P 3.331 1.428 -3.238
O 3.437 2.065 -4.561
O 2.339 2.071 -2.252
O 3.052 -0.149 -3.345
P 2.747 -1.298 -2.144
O 4.117 -1.181 -1.278
O -0.117 0.173 -2.800
O 1.641 -0.582 -1.287
H 5.057 2.189 -2.147
H 4.415 -0.263 -1.155
C -1.258 1.701 -4.616
N -1.076 2.153 -3.250
C -1.373 3.514 -2.840
C -0.456 1.361 -2.360
O -0.241 1.763 -1.200
H -1.637 2.532 -5.207
H -1.970 0.875 -4.674
H -0.310 1.370 -5.041
H -1.662 4.087 -3.719
H -0.492 3.969 -2.387
H -2.185 3.544 -2.111
H 0.603 -0.200 -2.176
S -3.830 -2.095 0.703
C -2.394 -1.497 1.321
S -1.382 -0.406 0.436
C -0.196 -0.404 1.728
N -0.554 -1.164 2.724
N -1.788 -1.752 2.497
C -2.226 -2.637 3.515
C -3.569 -2.753 3.854
C -3.946 -3.621 4.868
C -2.998 -4.368 5.551
C -1.657 -4.235 5.217
C -1.266 -3.373 4.206
S 1.276 0.476 1.772
H -4.306 -2.174 3.319
H -4.994 -3.707 5.125
H -3.300 -5.045 6.342
H -0.904 -4.805 5.747
H -0.226 -3.245 3.946
```

Its total energy is -4408.5072 Ha. The value obtained for the energy relative to the best compared isomer or geometry (same formula, charge and spin) is 61.9 kJ/mol. The HOMO-LUMO gap comes out at 6.2945 eV. The molar mass is 774.824 g/mol. Its charge is -2. Its multiplicity is 1.

---

Record 10
A structure of composition C32H59AsO6PSi2Ti in a non-equilibrium geometry. Source: the OMol25 dataset; level of theory: ωB97M-V/def2-TZVPD.

```
102
C32H59AsO6PSi2Ti (ωB97M-V/def2-TZVPD)
Ti 0.129 0.678 0.154
O 1.142 -2.804 0.064
C 1.084 -1.717 0.577
O -0.057 -1.062 0.873
C 2.371 -1.064 1.112
C 2.105 -0.436 2.493
C 3.408 -0.276 3.272
C 4.071 0.912 2.520
C 3.020 1.236 1.459
O 1.767 0.941 2.141
C 2.960 0.189 0.340
C 2.003 0.767 -0.714
O 2.046 2.038 -0.962
O 1.213 -0.061 -1.379
H 3.081 -1.878 1.166
H 1.293 -0.883 3.050
H 4.001 -1.193 3.239
H 3.207 -0.034 4.317
H 5.023 0.651 2.062
H 4.228 1.764 3.178
H 3.010 2.241 1.089
H 3.946 -0.021 -0.091
C -0.549 1.562 4.896
Si -1.723 0.777 3.666
C -1.408 -1.078 3.771
C -3.448 0.955 4.401
As -1.741 1.699 1.526
Si -1.472 3.871 2.237
C -2.611 4.390 3.642
C 0.241 4.434 2.717
C -2.013 5.034 0.855
H -0.629 1.049 5.865
H -0.781 2.626 5.046
H 0.491 1.498 4.544
H -2.304 -1.569 4.174
H -0.567 -1.300 4.444
H -1.188 -1.522 2.795
H -3.472 0.640 5.459
H -4.140 0.317 3.830
H -3.816 1.983 4.330
H -2.401 3.877 4.588
H -3.651 4.168 3.367
H -2.518 5.472 3.809
H 0.609 3.869 3.584
H 0.237 5.503 2.965
H 0.945 4.263 1.891
H -2.976 4.708 0.431
H -1.283 5.087 0.036
H -2.142 6.046 1.265
O -1.052 1.371 -1.472
P -1.459 1.954 -2.805
C -3.180 1.350 -3.060
C -3.878 1.038 -1.716
C -4.533 2.255 -1.070
C -5.541 2.883 -2.027
C -4.844 3.297 -3.318
C -4.136 2.115 -3.999
C -1.138 3.746 -2.840
C 0.371 3.920 -2.510
C 0.753 5.395 -2.316
C 0.035 6.329 -3.315
C -0.439 5.547 -4.538
C -1.521 4.546 -4.123
C -0.296 1.221 -3.999
C 0.020 1.932 -5.328
C -0.939 1.575 -6.463
C -0.968 0.062 -6.680
C -1.411 -0.648 -5.399
C -0.517 -0.293 -4.204
H -2.945 0.386 -3.510
H -3.173 0.585 -1.029
H -4.660 0.296 -1.926
H -3.760 2.982 -0.799
H -5.005 1.962 -0.134
H -6.024 3.750 -1.568
H -6.330 2.153 -2.253
H -4.115 4.057 -3.063
H -5.551 3.751 -4.017
H -3.623 2.450 -4.902
H -4.906 1.407 -4.327
H -1.705 4.101 -1.977
H 0.969 3.514 -3.328
H 0.658 3.344 -1.638
H 1.837 5.476 -2.440
H 0.542 5.703 -1.292
H 0.692 7.149 -3.613
H -0.842 6.788 -2.839
H 0.413 5.040 -5.010
H -0.858 6.219 -5.289
H -1.761 3.889 -4.963
H -2.414 5.132 -3.927
H 0.578 1.305 -3.342
H 1.023 1.605 -5.626
H 0.075 3.013 -5.201
H -0.642 2.094 -7.376
H -1.952 1.915 -6.220
H 0.037 -0.277 -6.960
H -1.638 -0.195 -7.503
H -1.398 -1.730 -5.540
H -2.454 -0.371 -5.209
H 0.468 -0.738 -4.369
H -0.885 -0.746 -3.281
```

Its total energy is -5712.0272 Ha. The HOMO-LUMO gap (alpha / beta) comes out at 5.2768 / 5.2887 eV. The molar mass is 749.753 g/mol. Its charge is -1. Its multiplicity is 1.

---

Record 11
The molecule C6H12O. Source: the OMol25 dataset; level of theory: ωB97M-V/def2-TZVPD.

```
19
C6H12O (ωB97M-V/def2-TZVPD)
C 0.089 -1.090 2.275
O -0.379 -1.578 1.037
C -1.002 -0.603 0.235
C -0.017 0.225 -0.622
C 1.466 -0.089 -0.475
C -0.509 0.626 -1.988
C -0.388 1.656 -0.903
H -0.707 -1.112 3.036
H 0.478 -0.066 2.197
H 0.902 -1.746 2.599
H -1.683 -1.158 -0.421
H -1.617 0.065 0.861
H 1.613 -1.084 -0.045
H 1.969 0.637 0.176
H 1.968 -0.062 -1.449
H -1.509 0.312 -2.285
H 0.214 0.642 -2.799
H -1.306 2.042 -0.463
H 0.420 2.383 -0.964
```

Its total energy is -310.9925 Ha. The value obtained for the energy relative to the best compared isomer or geometry (same formula, charge and spin) is 175.4 kJ/mol. The HOMO-LUMO gap comes out at 10.7514 eV. Its SMILES is COCC1(C)CC1. The molar mass is 100.161 g/mol. Its charge is 0. Its multiplicity is 1.

---

Record 12
A structure of composition C4H12NO in a non-equilibrium geometry. Source: the OMol25 dataset; level of theory: ωB97M-V/def2-TZVPD.

```
18
C4H12NO (ωB97M-V/def2-TZVPD)
C 1.570 -1.230 1.104
C 0.573 -0.446 0.343
C 0.756 0.578 -0.490
C 2.106 1.180 -0.784
O -2.334 1.133 -0.736
N -1.830 -1.151 0.550
H 1.480 -2.314 0.870
H 2.608 -0.891 0.921
H 1.348 -1.170 2.202
H -0.605 -0.815 0.528
H -0.091 1.087 -0.987
H 2.722 0.402 -1.270
H 1.999 2.016 -1.472
H 2.636 1.505 0.116
H -3.207 1.532 -0.792
H -2.364 0.369 -0.118
H -2.342 -1.516 1.344
H -2.149 -1.628 -0.286
```

Its total energy is -289.1341 Ha. The value obtained for the energy relative to the best compared isomer or geometry (same formula, charge and spin) is 632.1 kJ/mol. The HOMO-LUMO gap comes out at 6.2483 eV. The molar mass is 90.146 g/mol. Its charge is +1. Its multiplicity is 1.